14 unconnected molecules or ions with the total composition C66H121Cl3N22. Source: OMol25; level of theory: ωB97M-V with the def2-TZVPD basis set.

Values from the calculation:
Charge: +8
LUMO energy in eV: -9.99
E_HOMO in eV: -17.41
Kohn-Sham gap in eV: 7.4
E_tot in hartree: -5169.88053

```
212
Properties=species:S:1:pos:R:3:forces:R:3:lowdin_charge:R:1
C 10.276 -7.115 4.282 -1.2846 -0.9877 -1.2357 -0.05
C 10.709 -7.423 2.845 -1.4823 -0.5797 -0.2328 -0.17
N 11.334 -8.757 2.693 -0.6528 -0.3183 0.8574 -0.05
C 10.815 -10.071 2.819 2.7401 0.5861 -0.8746 0.05
C 11.915 -10.887 2.627 -0.6751 0.6753 1.0190 0.02
N 13.031 -10.077 2.528 -0.0542 -0.6168 -0.2212 -0.07
C 12.642 -8.816 2.563 0.0899 0.7545 -0.0566 -0.04
C 14.391 -10.534 2.249 -0.2554 -0.6686 1.4620 0.05
H 11.029 -7.326 5.011 0.5176 0.2713 0.4026 0.08
H 9.462 -7.847 4.415 0.1475 0.3838 0.6117 0.08
H 9.823 -6.118 4.346 0.4241 -0.2262 0.1125 0.09
H 11.344 -6.685 2.393 0.6163 0.1511 -0.0729 0.11
H 9.821 -7.479 2.196 0.1736 0.2748 0.2716 0.13
H 9.816 -10.324 3.034 -0.8766 0.0245 0.0399 0.12
H 12.037 -11.959 2.723 -0.1957 0.2099 -0.2285 0.15
H 13.182 -7.861 2.529 0.3926 -1.0206 -0.1499 0.19
H 15.012 -9.705 2.413 1.0187 1.1981 -0.3099 0.09
H 14.428 -10.928 1.274 0.2467 -0.2934 -1.2025 0.10
H 14.772 -11.279 2.963 -0.7070 0.0372 -0.1075 0.13
C 2.218 -1.638 3.341 0.4976 -0.4589 0.4370 -0.06
C 2.148 -2.116 1.894 0.5169 -1.0662 1.0543 -0.20
N 0.885 -1.911 1.272 -0.7565 0.9970 0.6410 -0.06
C 0.600 -2.524 0.085 0.4473 0.2738 -0.2055 0.00
C -0.559 -1.965 -0.313 -0.2408 -0.4226 0.1152 -0.04
N -0.987 -1.103 0.657 0.0379 0.5911 -0.1766 -0.09
C -0.072 -1.040 1.625 -0.2505 -0.1295 -0.5139 -0.06
C -2.289 -0.438 0.564 -0.5629 -0.6071 -0.4357 -0.01
H 3.192 -1.892 3.770 -0.0688 -0.3878 -0.2344 0.08
H 1.463 -2.142 3.976 0.2692 0.3682 -0.4251 0.09
H 2.206 -0.566 3.508 -0.5634 0.2894 -0.4519 0.07
H 2.255 -3.203 1.837 0.2918 -0.0246 0.5033 0.13
H 2.874 -1.754 1.196 0.7985 0.8214 -0.0467 0.04
H 1.338 -3.220 -0.336 -0.7778 0.5071 0.0723 0.15
H -1.186 -2.128 -1.140 -0.4805 -0.3130 -0.9464 0.12
H -0.140 -0.296 2.435 0.4204 -0.6421 -0.3598 0.06
H -2.359 0.352 -0.184 0.5630 0.0108 -0.2226 0.02
H -2.561 0.003 1.516 -0.0868 -0.3544 0.1516 0.09
H -2.960 -1.242 0.188 -0.0054 0.7565 0.7233 0.11
C 1.581 9.256 -0.622 0.2488 1.0099 1.1252 -0.06
C 0.241 8.751 -0.131 -0.2537 0.2772 0.3197 -0.17
N 0.275 7.309 0.120 -0.6492 0.1892 -0.3410 -0.06
C 1.119 6.607 0.948 -0.6811 -1.0407 -0.6812 0.02
C 0.615 5.338 1.019 -0.4013 -0.0591 -0.8538 0.00
N -0.531 5.312 0.242 0.8691 0.4733 0.5936 -0.08
C -0.695 6.513 -0.298 -0.3086 -0.7985 0.7423 -0.02
C -1.478 4.213 0.238 -0.7644 0.3809 -0.3042 -0.04
H 2.383 9.202 0.157 -0.7364 -0.0569 -0.4841 0.09
H 1.456 10.338 -0.833 0.2948 -0.7099 -0.2651 0.10
H 1.919 8.679 -1.473 -0.0332 0.1909 -0.3605 0.08
H -0.582 8.957 -0.823 0.3955 -0.3132 -0.3395 0.13
H -0.155 9.203 0.785 0.6729 0.1853 0.0808 0.14
H 2.043 7.009 1.249 0.6996 0.3875 0.5394 0.12
H 0.901 4.361 1.364 0.4952 0.0916 0.7763 0.05
H -1.583 6.766 -0.828 -0.1575 0.4493 -0.4345 0.17
H -2.394 4.553 0.720 -0.1316 -0.0205 -0.3072 0.11
H -1.113 3.394 0.822 0.4903 -0.2957 0.3538 -0.08
H -1.631 3.868 -0.769 -0.3681 -0.0583 -0.4930 0.09
C -6.537 3.092 -3.332 -0.8228 -0.3775 0.4018 -0.06
C -7.134 2.596 -4.621 0.0008 -0.5375 -1.1733 -0.19
N -8.591 2.562 -4.702 -1.1688 1.4499 -0.4217 -0.05
C -9.437 1.736 -3.992 -0.2964 0.5847 -1.0498 0.00
C -10.710 2.055 -4.342 0.9567 1.2354 -0.3287 0.02
N -10.610 3.131 -5.232 -0.4313 -0.5309 0.2733 -0.09
C -9.336 3.445 -5.448 0.1740 -1.9686 1.3573 0.03
C -11.762 3.749 -5.891 -0.0636 -0.4214 0.1126 0.04
H -6.930 2.545 -2.443 0.4127 0.2972 -0.6670 0.10
H -6.745 4.150 -3.210 0.0015 0.1574 0.1022 0.08
H -5.480 2.930 -3.431 0.6121 -0.0792 0.3667 0.03
H -6.817 1.593 -4.923 0.2252 0.0471 0.4722 0.14
H -6.861 3.217 -5.474 0.3240 0.1909 0.1633 0.12
H -9.083 0.950 -3.375 0.3243 -0.3351 0.4446 0.13
H -11.647 1.724 -3.952 -0.3098 -0.2160 -0.1456 0.14
H -8.974 4.211 -6.128 -0.0140 -0.2440 0.2986 0.18
H -11.489 4.756 -6.150 -0.1915 0.3539 -0.2709 0.10
H -12.617 3.717 -5.241 -0.1205 0.3708 0.6396 0.10
H -12.093 3.152 -6.727 0.3855 -0.0088 -0.5866 0.11
C 3.486 -12.143 -8.276 0.2364 0.1558 -0.8162 -0.07
C 2.831 -10.791 -8.115 0.8626 1.2205 0.1115 -0.14
N 2.576 -10.379 -6.677 1.1615 -1.9432 -1.2608 -0.03
C 1.879 -9.312 -6.281 -0.5514 0.7618 0.9886 -0.02
C 2.012 -9.207 -4.938 -1.1728 1.2834 1.0468 -0.03
N 2.781 -10.207 -4.513 1.7946 -2.4817 -2.1019 -0.10
C 3.161 -10.937 -5.625 -0.6509 0.3486 1.8804 0.02
C 3.247 -10.538 -3.192 1.1558 1.1312 1.1806 0.01
H 2.859 -12.890 -7.791 0.2923 -0.4309 -0.3379 0.09
H 4.512 -12.116 -7.866 -0.5346 -0.1850 0.0594 0.09
H 3.643 -12.325 -9.387 -0.5360 -0.0099 1.4338 0.13
H 1.949 -10.587 -8.722 -0.2790 -0.4464 0.4155 0.13
H 3.559 -10.052 -8.443 0.0043 0.2077 -0.1342 0.13
H 1.291 -8.714 -6.904 -0.5324 0.6118 -0.9895 0.13
H 1.560 -8.549 -4.197 0.1247 -0.0043 -0.5886 0.15
H 3.728 -11.864 -5.528 -0.1375 0.5217 -0.4665 0.17
H 3.487 -9.594 -2.633 0.0245 -0.8459 -0.6685 0.12
H 4.142 -11.182 -3.242 -0.4672 0.4671 -0.0862 0.11
H 2.509 -11.028 -2.605 -0.8025 -0.5756 0.2250 0.09
C -3.180 2.016 8.567 -1.4255 -0.6422 0.0778 -0.08
C -2.154 2.943 9.146 1.0684 -0.7752 -2.5100 -0.19
N -2.741 4.202 9.551 1.0758 -1.1370 0.7252 -0.07
C -3.603 5.003 8.842 0.5165 -0.3772 -0.5650 0.02
C -3.834 6.038 9.685 -2.3766 0.6914 -0.3766 -0.03
N -3.206 5.841 10.862 0.8242 -0.8186 0.9285 -0.06
C -2.497 4.677 10.765 -1.4225 2.3395 -0.4195 0.03
C -3.401 6.667 12.084 0.4551 0.6910 -0.5235 0.05
H -3.585 2.268 7.585 0.2327 0.6062 0.0600 0.08
H -4.047 1.956 9.233 0.1518 -0.3952 -0.0067 0.10
H -2.758 1.035 8.388 0.1187 -0.2810 0.3917 0.09
H -1.498 3.117 8.252 0.0983 0.2725 1.1321 0.14
H -1.574 2.420 9.933 -0.4869 0.8594 -0.1608 0.14
H -3.925 4.764 7.801 0.2871 0.3384 1.3486 0.16
H -4.664 6.743 9.617 0.7377 0.1908 -0.1324 0.16
H -1.817 4.302 11.497 0.0818 -0.3027 0.2283 0.17
H -4.312 6.426 12.596 -0.4664 -0.4043 0.0291 0.10
H -3.426 7.745 11.846 0.0696 -0.6064 -0.2581 0.12
H -2.569 6.511 12.746 0.3391 -0.1806 0.2408 0.10
C 7.244 4.149 9.917 1.8272 -0.6175 0.1655 -0.09
C 6.624 5.312 9.205 -0.8356 -0.4175 -1.1429 -0.11
N 5.259 4.887 8.662 -0.2178 0.7354 -0.6883 -0.02
C 4.432 5.782 8.044 -0.9095 0.4911 -0.5139 -0.03
C 3.268 5.211 7.636 1.5792 -2.2924 1.5682 0.05
N 3.408 3.828 8.055 2.2697 2.7874 -0.6141 -0.09
C 4.645 3.718 8.594 -1.3344 -0.2872 0.8624 -0.01
C 2.448 2.789 7.932 -1.5464 -0.6471 -0.2936 -0.02
H 7.375 3.195 9.337 0.0121 1.2352 -0.0579 0.10
H 6.773 3.813 10.811 -0.9266 0.2015 0.7881 0.07
H 8.243 4.464 10.287 -0.4252 -0.2576 -0.4817 0.11
H 7.195 5.608 8.304 -0.1639 -0.3042 0.4476 0.14
H 6.454 6.251 9.764 0.0462 -0.8064 0.1537 0.15
H 4.704 6.797 7.920 0.3121 0.7023 -0.0011 0.14
H 2.398 5.646 7.208 -0.3962 -0.0784 -0.3221 0.12
H 4.913 2.858 9.162 0.4955 -0.5573 -0.1059 0.16
H 1.599 3.102 8.531 -0.2846 -0.2257 0.1150 0.09
H 2.781 1.816 8.305 0.2962 0.3701 -0.0865 0.11
H 2.085 2.680 6.898 0.3956 0.0325 0.2941 0.11
C -0.182 -1.594 -4.681 0.8968 0.4035 -1.0563 -0.06
C 0.168 -0.133 -5.146 1.5203 -1.0757 0.0471 -0.14
N 0.903 0.602 -4.106 -2.7164 -0.4354 1.7035 -0.05
C 1.992 1.385 -4.080 1.8820 1.2750 2.5055 -0.01
C 2.224 1.793 -2.749 -0.7837 -0.3586 -2.7807 -0.07
N 1.147 1.347 -2.094 -0.5860 -1.0524 1.5775 -0.10
C 0.359 0.597 -2.878 1.1034 1.1401 1.4495 -0.06
C 0.973 1.547 -0.643 0.2718 0.3248 -0.2333 -0.10
H -0.225 -2.204 -5.622 0.0988 0.3623 0.9762 0.09
H -1.122 -1.751 -4.151 0.0646 0.5054 0.0387 0.06
H 0.680 -1.906 -4.056 -0.5753 -0.2156 -0.3938 0.08
H -0.667 0.449 -5.483 -0.3816 0.2397 -0.2022 0.11
H 0.974 -0.214 -5.874 -0.6009 -0.1628 -0.7718 0.12
H 2.598 1.734 -4.856 0.4413 -0.2834 -1.4843 0.11
H 3.003 2.350 -2.249 -0.0785 -0.0966 -0.3630 0.13
H -0.560 0.202 -2.458 -0.0972 -0.1796 -0.8581 0.07
H 0.964 2.625 -0.470 0.1294 -0.1327 0.0307 0.06
H 1.794 1.088 -0.055 -0.5423 0.1010 -0.6473 0.04
H -0.002 1.200 -0.341 -0.1142 -0.2870 0.0021 0.02
C -4.080 -0.871 -9.867 0.7733 -0.5481 0.3130 -0.09
C -4.568 -0.560 -11.258 1.0286 -0.4722 -0.4630 -0.17
N -4.497 0.879 -11.538 0.3715 -0.5514 -2.5198 -0.05
C -3.997 1.848 -10.744 -0.1359 0.8736 1.7825 -0.05
C -3.785 2.955 -11.499 0.0006 -1.1279 -0.7395 0.01
N -4.095 2.590 -12.816 0.2575 0.8809 -0.6225 -0.06
C -4.475 1.324 -12.842 -0.2702 -0.1557 2.1163 0.02
C -3.893 3.422 -14.064 1.1599 -0.9245 0.4118 0.06
H -4.716 -0.426 -9.097 -0.0881 -0.3570 -0.0590 0.08
H -3.050 -0.502 -9.678 -0.5294 -0.1485 -0.3294 0.09
H -4.018 -1.974 -9.776 -0.3081 0.6588 0.2231 0.10
H -5.547 -0.947 -11.455 -0.7748 0.1054 0.1815 0.13
H -3.933 -1.052 -12.024 -0.1391 0.2390 0.5895 0.14
H -3.865 1.753 -9.637 -0.1720 -0.0528 -1.4651 0.15
H -3.279 3.834 -11.180 -0.1264 0.7396 -0.3093 0.13
H -4.675 0.676 -13.691 -0.1026 0.4790 0.1114 0.18
H -4.425 2.966 -14.904 -0.0630 0.1465 0.3809 0.11
H -2.804 3.366 -14.277 -0.7153 0.2475 0.0323 0.12
H -4.190 4.450 -13.901 -0.1851 -0.0117 0.1339 0.10
C 6.973 0.658 0.208 -0.9495 1.1029 -0.2024 -0.10
C 7.321 -0.589 -0.531 1.0687 0.7213 1.0205 -0.23
N 7.719 -0.314 -1.886 1.4654 -0.4643 -1.3195 -0.04
C 7.067 -0.815 -2.965 -0.9032 -0.4034 -0.9378 -0.03
C 7.832 -0.678 -4.082 1.2163 1.0102 0.7609 0.03
N 9.021 -0.071 -3.616 -0.1128 -0.3995 -0.7428 -0.08
C 8.932 0.109 -2.304 -0.1620 -0.0323 0.1136 0.00
C 10.205 0.271 -4.453 -0.0333 0.6008 0.9779 0.04
H 7.768 1.420 0.117 -0.3045 -0.3090 0.0059 0.08
H 6.910 0.372 1.251 -0.3138 0.2716 0.2904 0.08
H 6.000 1.067 -0.170 0.8082 -0.3060 0.5409 0.04
H 6.552 -1.325 -0.493 -0.7498 -0.3327 -0.3337 0.08
H 8.185 -0.984 -0.027 0.4823 -0.5659 0.0594 0.12
H 6.090 -1.243 -2.814 -0.1800 0.0853 -0.1363 0.09
H 7.717 -0.834 -5.148 -0.2309 -0.2018 0.4099 0.14
H 9.752 0.481 -1.688 -0.5010 -0.0839 -0.1497 0.18
H 10.647 -0.565 -4.928 -0.2011 -1.3003 -0.4957 0.09
H 11.022 0.589 -3.789 -0.5616 0.5365 -0.2166 0.11
H 9.935 0.986 -5.229 0.0648 0.2062 0.3836 0.11
C -10.799 -1.041 5.020 -0.6982 0.1101 0.6059 -0.06
C -12.308 -1.087 4.764 -0.1885 0.1072 -1.1893 -0.15
N -12.896 0.276 4.793 -0.4509 0.1555 -0.6046 -0.05
C -13.074 1.050 3.672 -0.3860 1.5076 0.0403 -0.01
C -13.603 2.250 4.062 0.9215 -0.2223 0.9839 0.03
N -13.659 2.191 5.477 -0.7763 0.6064 -1.5632 -0.07
C -13.325 0.984 5.849 0.6683 -2.3908 0.8600 -0.02
C -14.104 3.308 6.284 0.4075 0.2067 -0.1960 0.03
H -10.305 -0.527 4.197 0.1635 -0.0580 0.1312 0.08
H -10.488 -2.076 5.084 0.4134 -0.1243 -0.0992 0.08
H -10.557 -0.553 5.994 -0.2208 -0.2879 -0.7626 0.09
H -12.855 -1.736 5.430 -0.0693 0.0356 0.5586 0.13
H -12.556 -1.499 3.743 0.4421 0.5211 0.9813 0.15
H -12.782 0.823 2.666 0.0265 -0.6093 0.0094 0.14
H -13.832 3.171 3.512 0.0921 -0.6755 0.4046 0.15
H -13.452 0.432 6.805 0.2125 1.2325 -0.4835 0.20
H -15.012 3.679 5.899 -1.1440 0.3322 -0.3987 0.10
H -13.395 4.108 6.291 0.7028 0.3902 -0.4466 0.10
H -14.216 3.073 7.301 -0.3457 -0.8735 1.2747 0.09
Cl 3.817 -0.471 -1.062 0.0477 -0.2197 0.0376 -0.29
Cl 0.008 2.087 2.133 0.1252 -0.1489 0.7955 -0.12
Cl -3.080 1.081 -2.824 0.2636 -0.0576 0.1169 -0.56
```
Forces are in eV/Å.